Entry 1:
Entry from OMol25: a molecular structure, C20H27AsN3O8S3Ti (ωB97M-V/def2-TZVPD).

```
! RIJCOSX wB97M-V def2-TZVPD def2/J DEFGRID3
* xyz -1 1
Ti 0.08746 0.20463 -1.05616
O -3.12321 0.72826 1.23444
As -2.48041 -0.90165 1.04051
O -2.52874 -1.57069 2.53615
O -0.95899 -0.87629 0.32510
C -3.67447 -1.80349 -0.16879
C -4.55751 -2.70799 0.40522
C -5.44738 -3.41406 -0.39402
C -5.45156 -3.21477 -1.76519
C -4.56459 -2.31672 -2.34434
C -3.67087 -1.61823 -1.54783
S -2.52312 -0.50449 -2.34546
O -2.32026 0.59519 -1.40192
O -3.12089 -0.17763 -3.60980
O -1.25405 -1.25493 -2.43602
H -3.32867 0.79053 2.17752
H -4.52743 -2.85071 1.47869
H -6.13724 -4.11716 0.05598
H -6.14939 -3.75792 -2.39050
H -4.55892 -2.13576 -3.41034
N 1.23944 -0.70524 -2.88867
N 1.15476 0.17606 -3.96879
C 0.31244 1.27526 -3.80617
O 0.06683 2.00448 -4.74778
O -0.11335 1.41969 -2.58556
H 2.20562 -0.87955 -2.63467
H 0.73050 -1.56868 -3.04350
H 1.21418 -0.19195 -4.90368
C 4.25273 -2.24902 -0.43381
C 3.22328 -1.14304 -0.53106
S 1.56810 -1.56320 -0.10428
C 3.52754 0.12398 -0.87373
C 4.92592 0.57488 -1.20702
S 2.30176 1.37343 -0.94221
H 3.77059 -3.18087 -0.14281
H 5.02644 -2.02525 0.30806
H 4.75891 -2.42253 -1.38731
H 5.67301 -0.18160 -0.96397
H 5.16736 1.48989 -0.66084
H 5.01189 0.81437 -2.26984
C 1.68794 -0.57574 3.99526
N 1.47537 0.68096 3.23875
C 2.65840 1.00393 2.39449
C 0.21353 0.54962 2.41167
C -0.14505 1.81747 1.69327
C -0.46020 2.91902 2.49090
C -0.85180 4.11866 1.92562
C -0.95659 4.19344 0.54259
C -0.66457 3.09167 -0.24730
C -0.23869 1.87125 0.29258
H 2.58495 -0.48531 4.60428
H 1.80141 -1.37358 3.26274
H 0.81514 -0.77235 4.61293
H 1.33117 1.45327 3.88815
H 2.80153 0.18399 1.69149
H 3.52455 1.12616 3.04422
H 2.44830 1.90683 1.82838
H -0.56555 0.24533 3.11615
H 0.40385 -0.27621 1.73502
H -0.43489 2.83000 3.57786
H -1.09758 4.96867 2.55070
H -1.28401 5.11527 0.07568
H -0.77494 3.17045 -1.32102
*
```

Summary:
Relative energy (zero: lowest compared OMol25 entry of this formula, charge and spin): 7.10 kcal/mol

Löwdin population analysis, charges in e, atoms 1 to 2: Ti 0.769; O -0.225


Entry 2:
Entry from OMol25: a single CH5NO3 molecule in a non-equilibrium geometry (ωB97M-V/def2-TZVPD).

```
! RIJCOSX wB97M-V def2-TZVPD def2/J DEFGRID3
* xyz 0 1
C 0.48597 0.01473 -0.53187
N -0.05144 0.90204 0.40500
O -1.45603 0.63469 0.55703
O -0.32169 -0.48962 -1.46274
O 1.03904 -1.03055 0.71967
H -1.86459 1.50846 0.51123
H -1.22235 -0.51121 -1.08865
H 1.51584 -1.85123 0.55108
H 0.43576 0.47685 1.27598
H 1.43949 0.34584 -0.93671
*
```

Summary:
SMILES: ONC(O)O
Relative energy (zero: lowest compared OMol25 entry of this formula, charge and spin): 93.05 kcal/mol

Löwdin population analysis, charges in e, atoms 1 to 2: C -0.353; N -0.045


Entry 3:
Entry from OMol25: 2 unconnected molecules or ions with the total composition C4H10O2S in a non-equilibrium geometry (ωB97M-V/def2-TZVPD).

```
! RIJCOSX wB97M-V def2-TZVPD def2/J DEFGRID3
* xyz 0 1
O 0.69302 -1.17799 1.48911
C 1.05893 -0.04232 1.34111
C 0.29814 1.00511 0.54164
C -0.51738 0.33634 -0.54973
C -1.26494 1.35566 -1.40879
S -2.30488 2.44967 -0.33103
H 1.94130 0.28200 1.93209
H 1.00613 1.73662 0.15290
H -0.37397 1.38593 1.31146
H 0.08099 -0.20603 -1.25641
H -1.26777 -0.34232 -0.15917
H -1.99323 0.90897 -2.08891
H -0.60075 1.98984 -1.97823
H -3.03416 2.95784 -1.33191
H 2.27777 -3.91816 1.49665
H 1.67883 -4.20922 0.09727
O 2.32199 -4.51195 0.74195
*
```

Summary:
SMILES: O=CCCCS.O
Relative energy (zero: lowest compared OMol25 entry of this formula, charge and spin): 27.36 kcal/mol

Löwdin population analysis, charges in e, atoms 1 to 2: O 0.046; C -0.259


Entry 4:
Entry from OMol25: a molecular structure, C14H14Cl3IN2O2Sn in a non-equilibrium geometry (ωB97M-V/def2-TZVPD).

```
! RIJCOSX wB97M-V def2-TZVPD def2/J DEFGRID3
* xyz 0 1
C 1.48826 0.67424 3.32593
C 1.54734 -0.78108 3.30474
H 2.32846 1.05717 2.73774
H 1.37056 1.09190 4.36073
H 0.48387 0.94532 2.81987
H 1.85695 -1.17897 2.24384
H 2.39598 -1.19716 3.90982
H 0.52141 -1.11068 3.51258
C 0.43731 2.68591 -0.87665
C 0.60239 3.46747 -1.99362
C 0.51085 2.87075 -3.25553
C 0.28580 1.49973 -3.38869
H 0.56911 3.02535 0.15198
H 0.79443 4.52964 -1.85613
H 0.62760 3.48623 -4.15113
H 0.25474 1.00168 -4.34740
N 0.07534 1.39581 -1.07696
C 0.09433 0.71473 -2.26448
C -0.02519 -0.75135 -2.25643
N -0.09367 -1.40814 -1.05737
C -0.01521 -2.73782 -0.83505
C -0.10603 -2.95979 -3.21311
C -0.07700 -3.55687 -1.94598
H 0.05444 -3.07539 0.19804
H -0.10527 -4.62564 -1.79004
C -0.04241 -1.57913 -3.36872
H -0.02179 -1.09601 -4.33703
H -0.17002 -3.60104 -4.09615
Sn 0.35729 -0.02083 0.28473
I 3.31116 -0.20574 0.03921
Cl -3.58232 1.87716 3.61393
C -2.93920 0.24460 3.32719
Cl -1.60374 -0.07162 4.48692
Cl -4.17345 -1.01696 3.53299
C -2.47762 0.17382 1.76802
O -3.28169 0.52138 0.93986
O -1.25301 -0.28865 1.55236
*
```

Summary:
Relative energy (zero: lowest compared OMol25 entry of this formula, charge and spin): 0.00 kcal/mol

Löwdin population analysis, charges in e, atoms 1 to 2: C -0.284; C -0.290


Entry 5:
Entry from OMol25: a gas-phase ion, C31H27N2 (charge +1) in a non-equilibrium geometry (ωB97M-V/def2-TZVPD).

```
! RIJCOSX wB97M-V def2-TZVPD def2/J DEFGRID3
* xyz 1 1
C 1.99235 5.66345 1.45676
N 2.66775 4.39131 1.58936
C 3.91788 4.42114 2.32298
C 2.06307 3.19035 1.22924
C 1.76312 2.91176 -0.12384
C 1.20969 1.69218 -0.48238
C 0.85415 0.74557 0.50690
C 0.15142 -0.55635 0.13874
C -0.22457 -1.43434 1.34395
C 0.46850 -2.65921 1.29806
C 0.11130 -3.70247 2.15426
C -0.79016 -3.43261 3.18690
C -1.35582 -2.15963 3.32887
C -1.12940 -1.16745 2.35519
C 1.34713 -2.66615 0.10274
C 1.18882 -1.44102 -0.58032
C 2.01860 -1.12839 -1.64255
C 2.90476 -2.11319 -2.11482
C 2.85954 -3.41164 -1.59195
C 2.06161 -3.71064 -0.48815
C 1.18870 1.00945 1.83379
C 1.78307 2.20922 2.20043
H 1.11446 5.55728 0.81649
H 1.66735 6.04319 2.43967
H 2.68393 6.39096 1.00958
H 4.48077 3.49870 2.13707
H 4.51196 5.27405 1.96204
H 3.76581 4.52655 3.40945
H 2.03332 3.65437 -0.87545
H 1.02234 1.50940 -1.54211
H 0.50673 -4.70248 1.96105
H -1.05046 -4.22384 3.89137
H -1.98058 -1.93130 4.19267
H -1.64196 -0.21344 2.41543
H 2.01600 -0.13987 -2.09015
H 3.61144 -1.85843 -2.90103
H 3.45564 -4.19512 -2.05017
H 1.97091 -4.71970 -0.08037
H 0.95144 0.28391 2.61250
H 2.01087 2.40537 3.24859
C -4.29968 1.14247 -3.10211
C -3.21826 0.57720 -2.24125
C -2.44984 1.46302 -1.51434
C -1.56016 1.00863 -0.56025
N -1.02890 -0.23437 -0.63935
C -1.82511 -1.20535 -1.28739
C -2.95865 -0.79972 -2.07167
C -3.80139 -1.80305 -2.61326
C -3.55882 -3.15415 -2.39564
C -2.44803 -3.54174 -1.63543
C -1.60409 -2.56658 -1.11956
H -4.96557 0.40471 -3.54751
H -4.92857 1.82658 -2.52048
H -3.89992 1.74802 -3.92445
H -2.55369 2.53755 -1.63200
H -1.20406 1.67178 0.22239
H -4.67616 -1.49805 -3.19499
H -4.23361 -3.90820 -2.80978
H -2.21909 -4.58347 -1.42886
H -0.74785 -2.89621 -0.56487
*
```

Summary:
SMILES: Cc1cc[n+](C2(c3ccc(N(C)C)cc3)c3ccccc3-c3ccccc32)c2ccccc12
Relative energy (zero: lowest compared OMol25 entry of this formula, charge and spin): 0.00 kcal/mol

Löwdin population analysis, charges in e, atoms 1 to 2: C -0.069; N -0.242